Entry 1:
The following is a DFT calculation (ωB97M-V with the def2-TZVPD basis set) of a structure of composition C29H30F5MnO5S in a non-equilibrium geometry.

```
71
Properties=species:S:1:pos:R:3:forces:R:3
C -1.850 -0.876 -3.914 -0.6842 0.5144 -0.7975
C -1.870 0.209 -2.796 -0.3914 -0.7619 0.0005
C -0.534 -1.640 -3.780 0.6786 0.1207 0.2239
C 0.414 -0.811 -2.855 -0.2446 1.0042 -0.5604
H -0.046 -1.760 -4.750 -0.3575 -0.1618 0.0466
H -0.707 -2.628 -3.346 0.0396 0.1475 -0.1055
C -0.416 0.562 -2.577 0.2564 -0.0921 -0.3786
H -2.269 -0.245 -1.878 -0.1197 0.1153 -0.2259
H -2.499 1.056 -3.114 0.2902 -0.2994 0.4003
C -0.139 1.499 -1.381 0.1747 -0.2732 0.7460
H -0.135 1.194 -3.433 0.0507 -0.0238 -0.0390
H 1.315 -0.470 -3.401 -0.4175 -0.2112 -0.0673
C 0.899 -1.636 -1.750 -0.2333 1.4318 1.3593
C -3.075 -1.779 -3.859 -0.3950 -0.6977 2.2484
C -1.967 -0.298 -5.327 1.1211 -0.0170 -0.7260
O -1.457 -0.787 -6.318 -0.3949 0.6284 0.8900
O -3.517 -2.249 -2.814 0.5556 0.6143 -1.7175
O -3.629 -2.000 -5.060 -0.1510 -0.1422 0.4339
O -2.733 0.802 -5.373 -0.0005 -0.2541 -0.2345
C -2.984 1.245 -6.707 -0.0611 0.1168 -0.0622
H -3.699 2.058 -6.600 0.0726 0.0042 -0.1312
H -3.404 0.425 -7.300 0.0914 0.2094 0.0772
H -2.051 1.586 -7.168 -0.2498 -0.0407 0.0145
C -4.836 -2.757 -5.010 -0.3430 -0.2026 -0.0259
H -4.683 -3.713 -4.497 -0.0018 0.2334 -0.1146
H -5.123 -2.917 -6.047 0.0102 -0.0184 0.0585
H -5.613 -2.190 -4.486 0.1628 -0.1430 -0.0635
O -0.164 0.963 -0.100 -1.2486 -2.0175 -6.2701
H -0.912 2.308 -1.353 0.4173 -0.1640 -0.7121
H 0.852 1.961 -1.611 -0.3366 -0.0611 0.1079
C 2.228 -1.290 -1.164 0.4695 -0.3490 -0.0629
C -0.084 -2.406 -0.954 -0.2236 -0.8267 0.2178
H 0.010 -3.458 -1.290 -0.3696 0.0184 0.3893
H -1.138 -2.094 -1.130 0.6858 -0.2348 0.0757
H 0.118 -2.381 0.137 0.0083 -0.0111 -0.7290
H 2.280 -1.335 -0.056 -0.1672 -0.0422 -0.5855
H 2.594 -0.290 -1.484 -0.2192 -0.5923 0.0991
H 2.909 -2.064 -1.576 0.3314 0.4611 0.3986
Mn 0.159 1.112 1.587 1.8521 2.8233 2.6466
C 2.038 1.704 2.391 0.3598 1.1827 -0.2999
C 2.090 1.947 0.984 -0.3328 0.8271 1.1017
C 1.053 2.895 0.668 0.6286 0.4249 1.6288
H 2.841 1.569 0.309 -0.1881 -0.2355 -0.0606
C 0.334 3.207 1.854 1.3758 0.1172 -0.1979
C 0.967 2.503 2.937 1.0249 0.2147 -0.7612
H 0.768 2.654 3.986 -0.1694 -0.3431 -0.0773
H 2.754 1.115 2.957 -0.4269 -0.1301 -0.0951
H 0.863 3.381 -0.275 -0.1086 -0.3672 -0.0105
H -0.488 3.909 1.907 0.0466 -0.1816 0.0813
C -0.445 -0.749 2.624 -0.3543 0.3690 0.1468
C -0.613 0.429 3.425 -1.6761 -0.7741 0.2627
C -1.580 1.287 2.766 -0.1359 -1.3254 0.4272
H -0.195 0.563 4.419 0.1902 0.1126 -0.5558
C -2.024 0.606 1.587 -0.5055 -1.2361 0.6942
C -1.350 -0.644 1.522 -1.5022 -0.1258 0.6939
H -1.578 -1.442 0.821 0.3252 0.5662 0.0546
H 0.166 -1.619 2.895 -0.2010 0.6293 -0.1823
H -1.982 2.225 3.140 0.3054 -0.2061 -0.1455
H -2.771 0.985 0.877 0.6081 -0.1898 0.3180
F 4.802 1.041 9.316 0.1164 0.0805 0.1425
C 4.371 0.563 8.134 -0.1160 -0.0241 -0.2760
C 5.115 -0.413 7.461 -0.3080 0.0874 -0.1517
F 6.269 -0.868 7.999 -0.2725 0.1739 0.0045
C 4.666 -0.913 6.250 -0.5910 0.4624 0.1161
F 5.382 -1.869 5.625 -0.0860 0.3597 0.3536
C 3.452 -0.461 5.657 0.5152 0.5326 1.4136
S 2.910 -1.074 4.205 -0.5813 -0.7732 -1.4066
C 2.733 0.529 6.383 0.5240 -0.4105 -0.0129
F 1.547 0.974 5.905 0.3237 0.0373 0.1407
C 3.182 1.050 7.584 0.2870 -0.3549 -0.1355
F 2.475 2.013 8.218 0.2664 -0.3051 -0.0364
```
Forces are in eV/Å.

Summary:
Kohn-Sham gap (alpha / beta): 5.800 / 5.798 eV
E_LUMO (alpha / beta): 2.05 / 2.04 eV
Charge: -1
Electronic energy: -3547.619629 hartree
Spin multiplicity: 4

Entry 2:
The following is a DFT calculation (ωB97M-V with the def2-TZVPD basis set) of the molecule C20H29N3O3S in a non-equilibrium geometry.

```
56
Properties=species:S:1:pos:R:3:forces:R:3
C -6.486 -0.149 0.205 0.0110 -0.0645 0.0800
C -5.070 0.251 0.390 0.5695 0.1272 0.0871
N -4.315 -0.274 1.320 -1.1375 -0.6721 0.2614
O -3.093 0.295 1.232 0.7771 0.6407 -0.3428
C -3.085 1.190 0.225 -1.2205 -0.1134 -0.4300
C -4.331 1.204 -0.353 0.8035 -0.0431 0.4142
H -4.681 1.796 -1.172 -0.0194 0.1674 -0.1927
C -1.866 1.919 -0.062 0.5493 0.1637 0.0988
C -0.742 1.761 0.750 -0.3027 -0.0897 -0.0158
C 0.422 2.438 0.461 0.2898 -0.1253 0.3771
C 0.515 3.312 -0.616 -0.0294 0.0995 -0.1340
C -0.613 3.466 -1.419 0.1195 -0.0502 0.1168
C -1.783 2.782 -1.156 -0.0272 -0.2103 0.2439
H -2.638 2.917 -1.799 -0.0969 0.0138 -0.0834
H -0.569 4.137 -2.264 0.0336 0.0716 -0.0642
C 1.775 4.056 -0.906 0.0448 0.1795 -0.1664
H 2.497 3.392 -1.379 0.0684 0.0147 -0.0574
H 1.583 4.894 -1.572 0.0043 0.0441 -0.0237
H 2.209 4.417 0.024 0.0933 0.1493 -0.1029
S 1.812 2.183 1.566 0.4976 0.1604 -0.1680
O 2.214 3.456 2.099 -0.0021 -0.0323 -0.2170
O 1.477 1.126 2.475 -0.1324 -0.0707 -0.2860
N 3.031 1.697 0.540 -0.6864 0.4202 0.6388
C 3.375 0.296 0.419 0.0039 -0.5910 -0.3509
C 3.298 -0.172 -1.037 -0.2416 -0.0135 0.2112
H 3.909 -1.067 -1.151 0.0738 -0.0353 -0.0734
H 3.705 0.601 -1.691 0.1103 -0.0101 -0.0566
C 1.852 -0.478 -1.445 0.3123 0.0465 -0.1091
N 1.326 -1.592 -0.689 0.0166 0.0097 -0.1441
C 1.724 -2.872 -1.233 0.0389 -0.1577 -0.0612
C 1.326 -4.054 -0.342 0.1801 0.1329 0.0156
C 1.360 -3.727 1.153 -0.1881 -0.2696 -0.0069
C 0.036 -3.153 1.655 0.2032 0.2481 0.0614
H 0.033 -3.169 2.747 -0.0786 -0.0503 0.0255
H -0.779 -3.799 1.317 -0.0353 -0.0549 0.0314
C -0.229 -1.721 1.200 -0.2492 -0.2251 -0.1837
H 0.465 -1.045 1.703 -0.0200 0.0657 -0.0004
C -0.075 -1.522 -0.311 -0.1476 0.1308 0.3778
H -0.475 -0.538 -0.573 0.0349 -0.1029 -0.0846
H -0.672 -2.268 -0.852 -0.0544 0.0556 -0.0569
H -1.243 -1.443 1.492 -0.0250 0.0605 0.0642
H 1.565 -4.647 1.706 0.0594 0.0314 0.0161
H 2.166 -3.022 1.355 0.1326 -0.0122 0.0992
H 2.013 -4.875 -0.557 -0.0669 -0.0279 -0.0617
H 0.325 -4.401 -0.603 -0.0111 -0.0578 -0.0248
H 2.812 -2.859 -1.329 -0.0243 -0.0472 -0.0711
H 1.307 -3.029 -2.248 0.0939 0.0580 0.0700
H 1.250 0.410 -1.237 -0.0559 -0.0114 -0.0706
H 1.814 -0.666 -2.534 -0.0790 0.0967 0.0922
H 2.653 -0.268 1.012 0.2037 -0.1693 -0.0131
H 4.375 0.113 0.824 -0.1273 0.0740 0.0748
H 3.811 2.332 0.581 0.0074 0.2718 0.1011
H -0.767 1.110 1.608 -0.0572 -0.1358 0.0901
H -6.747 -0.908 0.937 -0.0870 -0.0517 0.0185
H -6.636 -0.545 -0.797 -0.0567 -0.0373 -0.0226
H -7.138 0.714 0.331 -0.0730 -0.0010 0.0087
```
Forces are in eV/Å.

Summary:
Kohn-Sham gap: 8.351 eV
E_LUMO: 0.14 eV
SMILES string: Cc1cc(-c2ccc(C)c(S(=O)(=O)NCCCN3CCCCCC3)c2)on1
Electronic energy: -1567.633217 hartree
Spin multiplicity: 1

Entry 3:
The following is a DFT calculation (ωB97M-V with the def2-TZVPD basis set) of a structure of composition C18H21ClN4O6RuS in a non-equilibrium geometry.

```
52
Properties=species:S:1:pos:R:3:forces:R:3
Ru 0.444 0.744 0.465 0.9805 -3.6481 -0.3792
O -2.323 -1.986 -2.383 1.2095 1.1828 -0.2217
C -1.002 -1.541 -2.246 -1.7349 -1.0162 -1.0078
O -0.474 -0.884 -3.108 -0.0240 -0.2541 1.5291
C -0.488 -2.251 -1.012 0.5597 0.9424 1.2016
C -0.773 -3.609 -0.896 -0.0862 -0.5959 -0.6557
C -0.252 -4.355 0.157 -0.2826 0.3527 0.5646
C 0.479 -3.670 1.121 1.7512 -0.0217 0.0285
C 0.783 -2.296 0.924 -1.5082 -0.1068 -0.0959
N 0.188 -1.537 -0.054 0.8158 -3.1496 -0.8659
C 1.626 -1.575 1.972 0.0891 0.5065 2.4788
O 2.028 -2.209 2.974 -0.7320 1.5393 -2.6122
O 1.721 -0.243 1.821 0.6130 -3.0203 0.6625
H -2.643 -1.558 -3.198 -0.0668 -0.2398 0.0838
H -1.378 -4.125 -1.659 0.4402 0.5452 0.3907
H -0.460 -5.433 0.249 0.1519 0.7081 -0.0764
H 1.016 -4.206 1.952 -0.8139 0.7629 -0.8617
C 3.684 -0.603 -2.098 -0.3258 1.0366 -0.8420
C 3.125 0.119 -0.891 -0.8594 -0.7768 -1.2113
N 3.886 0.237 0.183 0.2454 -1.0390 0.0468
O 1.919 0.513 -1.000 2.5012 -0.5788 -0.5748
H 3.156 -0.174 -2.972 0.6780 -0.0895 0.3061
H 3.452 -1.657 -2.164 -0.3287 -0.3225 0.6622
H 4.763 -0.532 -2.177 0.1241 0.2471 -0.1335
H 4.815 -0.213 0.080 -1.0775 0.5676 0.6066
H 3.376 0.263 1.091 0.7696 0.3696 -0.5403
C 0.170 0.834 4.171 -0.4168 1.9373 0.5641
S -1.345 0.825 3.084 -0.1837 -1.1379 -0.3074
C -2.308 -0.620 3.675 -0.2655 1.0928 0.4718
O -1.070 0.259 1.626 -2.0551 -0.1413 3.3200
H -0.206 1.117 5.222 0.2429 -0.6150 -1.5927
H 0.757 1.744 3.836 -0.6529 -1.0529 0.1613
H 0.843 -0.016 4.189 -0.3352 -0.4284 -0.2540
H -1.542 -1.368 3.849 -0.3123 -0.5272 -0.3102
H -3.102 -0.833 2.890 1.2423 0.1766 1.0814
H -2.748 -0.338 4.660 0.0993 -0.2472 -0.7541
Cl 2.715 2.987 1.124 -1.0668 -0.3311 -0.2916
C 0.847 2.567 0.644 3.3215 7.8091 2.2599
H 0.713 3.341 -0.133 -0.1321 -0.3663 0.5823
H 0.461 2.983 1.629 -0.3058 -0.2346 -1.1060
N -4.254 3.810 -4.553 2.6457 -1.4576 3.1556
C -3.525 3.371 -3.726 -2.9638 1.2349 -3.7051
C -2.626 2.729 -2.820 -0.0574 0.7555 0.2882
C -3.090 2.303 -1.590 1.3638 -0.2284 0.4819
C -2.122 1.793 -0.714 0.0816 0.0773 -0.6288
N -0.790 1.712 -1.017 -2.5408 0.7602 -2.8495
C -0.334 2.189 -2.236 -1.0891 -0.9514 0.3837
C -1.276 2.682 -3.147 1.3735 -0.5091 -1.1971
H -4.128 2.375 -1.321 -0.1323 -0.0438 0.1029
H -2.472 1.413 0.259 0.6293 0.1349 -0.5355
H 0.749 2.029 -2.516 -1.4261 0.2788 0.6951
H -0.987 2.890 -4.217 -0.1536 0.1129 1.5009
```
Forces are in eV/Å.

Summary:
Kohn-Sham gap (alpha / beta): 5.358 / 7.763 eV
E_LUMO (alpha / beta): -3.53 / -4.65 eV
Charge: +1
Electronic energy: -2321.835762 hartree
Spin multiplicity: 6

Entry 4:
The following is a DFT calculation (ωB97M-V with the def2-TZVPD basis set) of a structure of composition C35H35BCeN5O6S in a non-equilibrium geometry.

```
84
Properties=species:S:1:pos:R:3:forces:R:3
Ce 0.198 0.299 0.572 1.3775 -0.5799 -1.5214
N -3.689 1.071 7.714 -0.4208 0.2480 0.4616
C -2.926 0.751 6.655 0.3738 0.4112 -1.1498
C -1.971 1.680 6.061 -0.1452 -1.1168 0.5252
C -1.050 1.177 5.148 0.4189 1.0799 -0.3530
C -1.196 -0.097 4.656 0.1646 -1.1973 -0.0140
C -2.254 -0.901 5.065 -0.2426 -0.7838 0.3086
C -3.133 -0.532 6.065 1.1080 0.6645 -0.6971
S -0.234 -0.728 3.314 -0.1270 -1.1811 2.8243
O 0.682 0.385 2.978 0.0082 0.1965 -1.3162
O 0.439 -2.016 3.524 -1.6449 2.0189 -0.6136
N -1.344 -0.647 2.150 0.5793 -0.5088 -1.9600
C -1.811 -1.764 1.425 1.3965 -0.1514 0.0826
N -1.515 -1.695 0.093 -0.0130 0.0430 1.2820
C -1.767 -2.794 -0.637 0.1682 0.2544 -0.3090
C -2.396 -3.900 -0.114 -0.5966 0.5953 1.7160
C -2.698 -3.807 1.274 0.4031 -0.3996 -0.7098
N -2.317 -2.803 2.071 -0.6388 0.0760 -0.9606
H -3.559 1.947 8.200 -0.1822 -0.3573 -0.0006
H -4.299 0.349 8.087 0.2729 0.6798 0.0321
H -1.875 2.743 6.327 -0.2948 -0.7373 0.3393
H -0.214 1.791 4.749 -0.8415 -0.2919 0.4565
H -2.364 -1.888 4.622 -0.0468 0.1014 -0.0831
H -3.941 -1.225 6.318 0.3064 0.5246 0.2962
H -1.422 -2.767 -1.661 -0.0890 0.0855 -0.1153
H -2.713 -4.759 -0.689 0.2384 0.1074 -0.0248
H -3.222 -4.614 1.770 0.0407 -0.0914 -0.0095
C 1.420 -6.914 0.656 -0.0919 0.1719 1.5984
C 2.450 -5.806 0.642 0.2186 -0.2650 -0.3238
C 3.080 -5.416 1.823 0.1861 1.0217 0.2239
C 3.991 -4.355 1.847 -0.2959 -0.0326 -1.2031
C 4.333 -3.693 0.660 -0.4938 -0.4818 -0.6826
C 3.663 -4.034 -0.544 -0.7692 -0.0805 1.8421
N 3.761 -3.147 -1.624 -0.7372 -1.4984 0.2849
C 4.411 -1.934 -1.642 0.6700 0.4217 -0.6473
C 5.516 -1.802 -2.538 -0.4020 1.4824 1.3820
C 6.269 -0.625 -2.460 -0.6471 0.3522 1.1678
C 5.931 0.391 -1.525 0.7125 -0.5261 -0.4779
C 4.841 0.258 -0.716 -0.7832 -0.3395 -0.2377
C 4.000 -0.872 -0.803 0.2853 0.8864 -0.3553
C 2.650 -0.659 -0.219 0.1870 0.1761 2.2252
O 1.602 -1.252 -0.589 -0.2129 0.1988 0.0538
O 2.493 0.221 0.798 -0.4116 -0.9914 -2.2990
C 2.753 -5.170 -0.553 1.3514 1.4162 -0.4624
C 2.288 -5.685 -1.891 -0.1675 0.4156 -0.3363
H 1.240 -7.167 1.727 -0.1158 0.1015 -0.7492
H 1.727 -7.832 0.192 0.4064 -0.4112 -0.4109
H 0.468 -6.635 0.206 0.0064 0.1840 -0.0196
H 2.816 -5.873 2.762 -0.1428 -0.1960 0.1114
H 4.367 -3.943 2.764 0.3258 -0.3255 0.3859
H 5.118 -2.925 0.602 -0.5899 -0.2457 0.3696
H 3.439 -3.503 -2.487 -0.0916 -0.2901 -0.9403
H 5.777 -2.607 -3.209 0.0152 -0.1020 0.1258
H 7.187 -0.469 -2.984 0.2392 -0.1984 -0.6824
H 6.532 1.290 -1.395 0.0512 -0.3333 -0.3368
H 4.556 1.074 -0.077 -0.0934 0.0908 0.2643
H 1.438 -5.105 -2.308 0.3698 -0.2333 0.1388
H 1.981 -6.738 -1.855 0.1761 0.3472 -0.0052
H 3.142 -5.586 -2.590 -0.5454 -0.2551 0.0882
C -4.149 5.639 -4.714 0.7740 -0.4594 0.1314
C -3.075 6.265 -3.750 -0.5392 0.0412 -1.5061
C -2.014 6.940 -4.645 0.1705 0.2945 -0.2546
C -3.841 7.347 -2.949 0.7380 -0.4320 -0.2810
C -2.417 5.147 -2.969 -0.0267 -0.5895 1.5117
C -2.761 4.938 -1.599 0.4521 0.9728 -1.3341
C -2.178 3.994 -0.773 -0.7937 0.5528 -0.3563
C -1.259 3.207 -1.358 0.8835 -1.6971 -1.9052
O -0.641 2.042 -0.826 0.3440 0.4369 -1.1600
B 0.103 1.404 -1.974 -1.0974 1.3062 0.8252
O -0.144 2.190 -3.112 0.1159 -0.4965 1.4319
C -0.973 3.266 -2.747 0.0570 0.2164 0.4647
C -1.496 4.265 -3.584 -0.2564 -0.2605 1.3330
H -4.706 6.426 -5.195 -0.2115 0.3789 -0.1587
H -4.860 5.016 -4.158 0.1953 0.0024 -0.1720
H -3.669 5.063 -5.533 -0.2738 0.0503 0.6244
H -2.446 7.810 -5.163 0.0033 -0.3473 0.0377
H -1.584 6.264 -5.416 -0.3879 0.4127 0.4790
H -1.185 7.332 -4.052 0.0075 -0.0875 0.0666
H -4.357 7.977 -3.692 0.1547 -0.1207 0.5490
H -3.180 7.952 -2.328 0.0633 0.0985 -0.0963
H -4.553 6.877 -2.285 -0.4854 0.0470 0.0088
H -3.452 5.632 -1.164 -0.3066 0.0552 0.1872
H -2.558 3.859 0.209 0.0681 -0.0711 0.8290
H -1.253 4.405 -4.630 0.1689 -0.4547 0.1667
```
Forces are in eV/Å.

Summary:
Kohn-Sham gap (alpha / beta): 4.469 / 4.442 eV
E_LUMO (alpha / beta): -4.93 / -4.96 eV
Charge: +1
Electronic energy: -2977.959051 hartree
Spin multiplicity: 1

Question: Which value of spin multiplicity does entry 3 give?
Answer: 6

Question: Among the records above, which one has the lowest electronic energy?
Answer: C29H30F5MnO5S

Question: Among the records above, which one has the lowest electronic energy?
Answer: C29H30F5MnO5S